1.
9 unconnected molecules or ions with the total composition C23H65Cl6O28P7 in a non-equilibrium geometry. Source: the OMol25 dataset; level of theory: ωB97M-V with the def2-TZVPD basis set.

Each line ends with the Mulliken charge.
Element x y z (Å)
C: -2.303 1.675 2.661  -0.310
O: -2.397 0.493 3.436  0.676
P: -1.485 0.295 4.727  0.847
O: -0.171 0.977 4.588  -0.809
O: -2.410 0.695 5.958  -0.399
C: -2.416 2.040 6.398  -0.722
O: -1.369 -1.359 4.891  -0.382
C: -2.524 -2.086 5.017  -0.646
H: -1.576 1.619 1.851  -0.343
H: -2.183 2.549 3.301  0.372
H: -3.266 1.856 2.183  0.212
H: -2.414 1.994 7.487  0.312
H: -3.376 2.539 6.262  0.233
H: -1.538 2.612 6.098  0.305
H: -2.551 -2.342 6.077  0.329
H: -2.447 -3.021 4.462  0.265
H: -3.472 -1.648 4.707  0.155
C: 0.981 1.716 -1.197  -0.211
O: -0.210 1.003 -0.857  0.376
P: -0.411 -0.579 -1.117  0.045
O: -0.227 -1.027 -2.503  -0.630
O: -1.911 -0.935 -0.447  0.084
C: -3.086 -0.881 -1.221  -1.016
O: 0.531 -1.247 0.036  -0.345
C: 0.334 -0.939 1.381  0.484
H: 0.605 2.650 -1.615  -0.088
H: 1.498 1.261 -2.042  0.108
H: 1.594 1.915 -0.318  0.153
H: -3.045 -0.337 -2.164  0.489
H: -3.619 -0.151 -0.611  0.409
H: -3.738 -1.754 -1.254  0.313
H: -0.160 -1.744 1.925  0.262
H: -0.286 -0.048 1.484  -0.486
H: 1.268 -0.721 1.899  -0.062
C: -4.424 -2.054 1.787  -0.104
O: -4.987 -1.305 2.840  -0.229
P: -6.102 -0.193 2.415  0.843
O: -5.574 0.816 1.415  -0.530
O: -6.682 0.445 3.792  -0.378
C: -5.898 1.290 4.664  -0.616
O: -7.268 -1.169 1.951  -0.254
C: -8.601 -0.854 1.879  -0.721
H: -4.855 -1.793 0.821  -0.088
H: -4.530 -3.136 1.866  0.381
H: -3.359 -1.912 1.604  -0.002
H: -6.484 1.781 5.441  0.384
H: -5.436 2.147 4.173  0.315
H: -5.016 0.749 5.008  0.141
H: -8.993 -0.998 0.872  0.261
H: -8.777 0.188 2.148  0.343
H: -9.265 -1.464 2.491  0.258
C: -2.393 -4.293 -8.707  -0.725
O: -2.974 -3.984 -7.491  -0.247
P: -2.541 -4.657 -6.075  0.715
O: -1.111 -5.067 -6.062  -0.732
O: -2.938 -3.507 -5.004  0.024
C: -2.076 -3.336 -3.899  -0.545
O: -3.593 -5.874 -5.820  -0.255
C: -3.467 -6.977 -6.732  -0.779
H: -1.997 -3.378 -9.146  0.253
H: -3.208 -4.712 -9.297  0.249
H: -1.574 -4.999 -8.571  0.349
H: -1.787 -4.183 -3.278  0.329
H: -2.621 -2.649 -3.251  -0.024
H: -1.209 -2.764 -4.229  0.359
H: -4.121 -6.925 -7.603  0.320
H: -3.590 -7.959 -6.274  0.311
H: -2.541 -6.997 -7.306  0.333
C: 7.239 1.918 3.641  -0.705
O: 6.381 2.462 2.627  0.323
P: 6.881 3.810 1.789  0.493
O: 8.318 3.979 1.390  -0.721
O: 5.800 3.889 0.498  -0.344
C: 5.445 2.800 -0.367  -0.278
O: 6.384 4.976 2.823  -0.344
C: 5.001 5.148 3.158  -0.294
H: 6.601 1.930 4.524  0.267
H: 8.067 2.602 3.826  0.444
H: 7.642 0.940 3.377  0.085
H: 4.391 2.550 -0.247  0.030
H: 6.110 1.945 -0.253  0.323
H: 5.508 3.069 -1.421  0.247
H: 4.454 4.207 3.094  -0.035
H: 4.508 5.935 2.587  0.261
H: 4.974 5.424 4.212  0.284
C: 3.156 1.180 2.491  -0.411
O: 3.741 1.080 3.784  -0.290
P: 4.452 -0.308 4.313  0.918
O: 4.941 -0.195 5.716  -0.798
O: 3.304 -1.423 4.133  -0.354
C: 2.184 -1.304 4.925  -0.632
O: 5.584 -0.621 3.160  -0.054
C: 6.462 -1.688 3.191  -0.872
H: 2.079 1.346 2.526  0.178
H: 3.480 0.364 1.845  0.570
H: 3.532 2.087 2.016  0.021
H: 2.388 -1.590 5.957  0.401
H: 1.501 -2.044 4.509  0.212
H: 1.741 -0.311 4.852  0.204
H: 7.322 -1.545 3.845  0.346
H: 6.890 -1.851 2.202  0.269
H: 5.967 -2.604 3.512  0.289
C: 5.209 -0.567 -3.896  -0.730
O: 4.593 0.659 -3.377  -0.250
P: 3.859 1.734 -4.359  1.184
O: 3.045 2.798 -3.677  -0.688
O: 5.168 2.342 -5.210  -0.362
C: 4.991 3.286 -6.266  -0.667
O: 3.089 0.840 -5.521  -0.353
C: 1.677 0.599 -5.503  -0.579
H: 4.703 -1.452 -3.510  0.277
H: 6.197 -0.532 -3.438  0.304
H: 5.394 -0.647 -4.967  0.291
H: 4.010 3.752 -6.166  0.302
H: 4.997 2.696 -7.182  0.248
H: 5.782 4.032 -6.334  0.250
H: 1.271 0.966 -6.446  0.270
H: 1.163 1.164 -4.726  0.284
H: 1.553 -0.481 -5.415  0.257
C: -1.699 4.694 -0.812  -0.157
Cl: -2.772 3.326 -1.094  -0.052
Cl: -0.782 5.019 -2.314  -0.136
Cl: -0.633 4.375 0.554  -0.091
H: -2.336 5.535 -0.540  0.397
C: -6.688 -1.868 -3.227  0.226
Cl: -7.028 -3.641 -3.210  -0.457
Cl: -5.411 -1.534 -4.444  -0.452
Cl: -6.391 -1.254 -1.591  -0.471
H: -7.615 -1.348 -3.467  0.199

Computed properties:
Frontier orbital gap (alpha / beta) = 0.0567 / 0.2910 Eh
Multiplicity = 2
Total charge = -1
<S²> = 0.75

2.
A molecular structure, C26H43KNO18 in a non-equilibrium geometry. Source: the OMol25 dataset; level of theory: ωB97M-V with the def2-TZVPD basis set.

Each line ends with the Mulliken charge.
Element x y z (Å)
K: -0.575 -0.231 1.340  0.914
C: -1.987 -1.531 -5.077  -1.583
C: -1.124 -0.932 -3.937  1.017
C: -1.267 0.621 -3.786  -0.458
O: -1.981 0.716 -2.537  -0.260
C: -2.108 -0.414 -1.878  0.673
O: -2.622 -0.504 -0.754  -0.419
O: -1.644 -1.369 -2.678  -0.310
H: -1.587 -1.132 -5.993  0.438
H: -3.043 -1.271 -4.944  0.383
H: -1.839 -2.611 -5.122  0.381
H: -0.058 -1.275 -3.882  -0.421
H: -1.663 1.086 -4.635  0.531
H: -0.341 1.078 -3.688  0.146
C: 4.204 0.644 -3.462  -1.706
C: 2.806 0.044 -3.542  0.429
C: 2.867 -1.489 -3.652  -0.565
O: 2.022 -1.975 -2.549  -0.314
C: 1.563 -0.947 -1.885  -0.117
O: 0.795 -0.993 -0.938  0.271
O: 1.932 0.185 -2.447  -0.142
H: 4.137 1.739 -3.533  0.380
H: 4.678 0.286 -4.395  0.436
H: 4.828 0.321 -2.674  0.390
H: 2.281 0.486 -4.367  0.309
H: 3.885 -1.908 -3.513  0.437
H: 2.520 -1.903 -4.598  0.261
C: -2.345 5.357 -1.599  -1.731
C: -1.068 4.769 -1.225  0.634
C: -0.685 4.961 0.202  -0.635
O: -0.255 3.618 0.512  -0.371
C: -0.405 2.843 -0.528  0.138
O: -0.068 1.675 -0.543  0.028
O: -1.045 3.436 -1.525  -0.312
H: -3.161 5.143 -0.951  0.331
H: -2.617 5.031 -2.587  0.339
H: -2.361 6.415 -1.639  0.502
H: -0.242 5.227 -1.809  0.334
H: -1.495 5.240 0.890  0.309
H: 0.180 5.643 0.337  0.277
C: 1.012 -4.393 -0.698  -1.160
C: 0.939 -4.154 0.855  0.544
C: 2.176 -4.590 1.626  -0.429
O: 2.520 -3.404 2.179  -0.395
C: 1.734 -2.387 1.793  0.344
O: 1.928 -1.203 2.071  -0.603
O: 0.800 -2.779 1.088  0.369
H: 0.331 -3.753 -1.128  -0.102
H: 0.761 -5.424 -0.980  0.468
H: 1.996 -4.191 -1.127  0.453
H: 0.040 -4.627 1.259  0.015
H: 2.863 -5.121 1.021  0.341
H: 1.877 -5.335 2.337  0.356
C: -2.307 -3.447 -0.302  -0.301
O: -2.465 -4.145 0.918  -0.333
C: -2.554 -3.474 2.037  0.575
O: -2.444 -2.053 2.177  -0.539
O: -2.667 -4.304 3.087  -0.340
C: -3.004 -3.827 4.374  -0.673
H: -3.255 -2.922 -0.532  0.455
H: -2.225 -4.089 -1.187  0.276
H: -1.368 -2.859 -0.326  -0.083
H: -2.893 -4.580 5.159  0.254
H: -3.931 -3.305 4.307  0.335
H: -2.345 -2.990 4.601  0.267
C: -2.049 3.453 3.857  -0.468
O: -2.972 3.790 2.853  -0.339
C: -3.119 2.920 1.742  0.256
O: -2.422 1.737 1.580  -0.054
O: -3.893 3.304 0.744  -0.302
C: -4.050 2.455 -0.364  -0.346
H: -2.408 3.858 4.824  0.295
H: -1.002 3.815 3.498  0.184
H: -2.043 2.369 3.952  0.166
H: -3.130 2.666 -0.946  -0.002
H: -4.935 2.836 -0.934  0.235
H: -4.120 1.389 -0.160  0.345
C: 5.096 0.332 3.132  -0.923
C: 4.540 1.512 3.910  -0.456
C: 3.056 1.288 4.360  -0.508
C: 2.056 1.504 3.341  0.265
N: 1.266 1.627 2.530  -0.409
H: 6.129 0.526 2.861  0.365
H: 4.446 0.034 2.270  0.125
H: 5.309 -0.565 3.754  0.298
H: 4.510 2.477 3.373  0.297
H: 5.239 1.627 4.772  0.312
H: 2.904 1.994 5.167  0.351
H: 2.967 0.305 4.838  0.278

Computed properties:
Frontier orbital gap = 0.3871 Eh
Total charge = +1
ΔE to the lowest compared entry with this formula, charge and spin = 0.6 kcal per mole